Entry 1:
This record from the Open Molecules 2025 dataset describes one molecule with the formula C4H6N2O in a non-equilibrium geometry. The level of theory is ωB97M-V/def2-TZVPD.

Calculated values
**Energy above the lowest of the compared OMol25 structures with the same formula, charge and spin**: 509.2 kJ/mol
**SMILES string**: N/N=C1\CC=CO1

Element x y z (Å)
1 N -2.16855 1.22888 -0.70486
2 N -1.04190 1.45805 0.22941
3 C -0.12310 0.58321 0.17082
4 C 0.06257 -0.92346 -0.28657
5 C 1.47480 -1.24011 0.14535
6 C 1.88252 -0.23433 0.94060
7 O 1.14700 0.81458 0.85723
8 H -3.06603 0.72881 -0.01192
9 H -2.58515 2.30635 -1.15206
10 H -0.55357 -1.59217 0.10914
11 H 0.16401 -1.06019 -1.45205
12 H 1.96933 -2.14444 -0.13681
13 H 2.83807 0.07481 1.29172

Atoms 1-6, force components in eV/Å:
-3.5 0.7 1.3
0.4 0.1 -1.2
1.1 -1.9 0.7
3.8 3.4 -4.4
-0.3 0.5 1.6
1.9 -2.8 -2.6

Entry 2:
This record from the Open Molecules 2025 dataset describes one molecule with the formula C7H6O in a non-equilibrium geometry. The level of theory is ωB97M-V/def2-TZVPD.

Calculated values
**Energy above the lowest of the compared OMol25 structures with the same formula, charge and spin**: 311.6 kJ/mol
**SMILES string**: C=C1C=C=COC1=C

Element x y z (Å)
1 C 0.65446 -0.67273 1.71150
2 C 0.55061 -0.26611 0.44677
3 C 1.58524 -0.25880 -0.58814
4 C 1.43265 0.90075 -1.21529
5 C 0.33436 1.61372 -1.45811
6 O -0.84334 0.94343 -1.25085
7 C -0.81873 0.05885 -0.20579
8 C -1.94964 -0.56342 0.12520
9 H -0.19551 -0.73476 2.36921
10 H 1.60912 -0.95900 2.12013
11 H 2.25342 -1.07678 -0.79590
12 H 0.23900 2.61747 -1.82157
13 H -1.97615 -1.26799 0.93420
14 H -2.87549 -0.33463 -0.37135

Atoms 1-6, force components in eV/Å:
0.0 0.2 -0.3
-1.4 -0.8 0.4
-0.1 1.4 0.6
0.3 -0.1 -1.4
1.0 -0.5 0.3
-0.5 0.2 -0.4

Entry 3:
This record from the Open Molecules 2025 dataset describes a 2-piece molecular cluster, C3H10N2 overall in a non-equilibrium geometry. The level of theory is ωB97M-V/def2-TZVPD.

Calculated values
**Energy above the lowest of the compared OMol25 structures with the same formula, charge and spin**: 179.3 kJ/mol
**SMILES string**: C=N.CNC

Element x y z (Å)
1 C -2.58865 4.42383 -3.86538
2 N -2.45447 5.60346 -3.44699
3 H -2.72798 4.32588 -4.95523
4 H -2.33945 3.41787 -3.53260
5 H -2.19479 5.65012 -2.46050
6 C 0.01279 -2.37014 1.89868
7 N 1.28323 -2.99514 1.68967
8 C 2.42699 -2.13677 1.63335
9 H -0.08397 -1.83315 2.84568
10 H -0.22260 -1.57258 1.16847
11 H -0.81080 -3.07722 1.77095
12 H 1.41089 -3.82430 2.25499
13 H 2.40140 -1.45652 0.78380
14 H 3.36496 -2.68860 1.69793
15 H 2.52246 -1.46674 2.51719

Atoms 1-6, force components in eV/Å:
0.9 -0.2 -2.6
-0.2 -0.2 0.8
-0.6 0.3 0.2
-0.1 0.2 1.5
0.0 -0.1 0.1
-0.7 0.8 -0.3

Entry 4:
This record from the Open Molecules 2025 dataset describes C20H23N9OSeW as an isolated structure in a non-equilibrium geometry. The level of theory is ωB97M-V/def2-TZVPD.

Calculated values
**Charge**: +2
**Total energy**: -103726.06574 eV

Element x y z (Å)
1 W -0.52973 0.39719 0.08074
2 N 1.38232 0.32186 -1.10736
3 C 1.42407 0.08535 -2.60013
4 C 1.82108 1.34225 -3.35118
5 C 0.95465 2.55251 -3.00490
6 C -0.53614 2.24654 -2.93223
7 N -0.98270 1.94251 -1.53660
8 H 1.91782 1.16589 -0.91214
9 H 1.93148 -0.42337 -0.68322
10 H 0.44448 -0.26144 -2.92365
11 H 2.12581 -0.72483 -2.79201
12 H 1.72629 1.12113 -4.41599
13 H 2.87703 1.56431 -3.18279
14 H 1.12473 3.32879 -3.75069
15 H 1.26968 3.00839 -2.05823
16 H -0.81482 1.40732 -3.57026
17 H -1.11886 3.10139 -3.27527
18 H -1.99910 1.81968 -1.55808
19 H -0.86313 2.80456 -1.00404
20 C -1.12028 -4.57170 -1.49846
21 C -1.22074 -3.26863 -1.97662
22 C -0.71843 -2.24016 -1.20223
23 C -0.13024 -2.52152 0.02974
24 C -0.03000 -3.82218 0.51876
25 C -0.53418 -4.84253 -0.26601
26 N 0.28819 -1.38535 0.75196
27 N 1.09141 -1.53034 1.71025
28 C 1.52394 -0.30408 2.22977
29 C 2.37334 -0.28566 3.32075
30 C 2.86974 0.94411 3.72711
31 C 2.49955 2.09034 3.03490
32 C 1.60875 1.98634 1.97935
33 N 1.11187 0.80664 1.58687
34 H -1.51575 -5.38752 -2.08762
35 H -1.68903 -3.06035 -2.92725
36 H -0.80421 -1.21620 -1.62150
37 H 0.39943 -4.01834 1.49018
38 H -0.48663 -5.86207 0.09001
39 H 2.62790 -1.21154 3.81501
40 H 3.54094 1.00625 4.57261
41 H 2.88213 3.06106 3.31569
42 H 1.25194 2.86007 1.44802
43 Se -4.14876 -1.20039 -2.05359
44 C -3.41839 -0.85274 -0.52849
45 N -2.58562 0.36968 -0.16943
46 N -1.62295 2.28140 3.30410
47 C -1.55209 1.60323 2.18584
48 O -1.16357 2.11910 1.07943
49 C -1.73963 0.15118 2.10273
50 C -2.61773 -0.32995 1.04771
51 N -3.33717 -1.38609 0.76838
52 C -1.38856 -0.66264 3.21672
53 N -0.98567 -1.24255 4.12416
54 H -1.42510 3.27261 3.31717
55 H -1.98936 1.85049 4.14201

Atoms 1-6, force components in eV/Å:
0.0 1.5 -0.2
0.3 -0.1 -0.1
0.0 0.0 0.0
0.0 -0.1 0.0
0.0 0.1 0.0
0.0 -0.1 0.0

Entry 5:
This record from the Open Molecules 2025 dataset describes C6H15O4PTl as an isolated structure in a non-equilibrium geometry. The level of theory is ωB97M-V/def2-TZVPD.

Calculated values
**Charge**: +3
**Energy above the lowest of the compared OMol25 structures with the same formula, charge and spin**: 0.0 kJ/mol

Element x y z (Å)
1 Tl 1.52363 4.60151 -1.94743
2 C -1.81032 2.00691 2.50815
3 C -0.70929 1.15986 1.96696
4 O -0.94828 0.50750 0.74685
5 P 0.15779 0.61981 -0.42017
6 O 0.31740 1.93639 -1.02702
7 O 1.47709 0.00654 0.29860
8 C 1.44898 -1.28147 0.95140
9 C 2.85771 -1.73587 1.24741
10 O -0.25012 -0.55918 -1.41051
11 C -0.78096 -0.36619 -2.71366
12 C -1.59944 -1.56863 -3.09276
13 H -1.29893 2.58438 3.28889
14 H -2.28750 2.66109 1.76082
15 H -2.70288 1.56345 2.98459
16 H 0.26551 1.70140 1.88818
17 H -0.38375 0.41315 2.74704
18 H 0.81131 -1.22221 1.85797
19 H 1.02103 -2.01611 0.24298
20 H 2.86807 -2.59615 1.92118
21 H 3.28533 -2.11278 0.30280
22 H 3.53546 -0.99011 1.66858
23 H -1.37928 0.56445 -2.77936
24 H 0.03653 -0.18643 -3.44944
25 H -2.58675 -1.56443 -2.59752
26 H -1.79616 -1.64577 -4.16150
27 H -1.07219 -2.48110 -2.78306

Atoms 1-6, force components in eV/Å:
0.1 0.3 -0.2
0.4 0.1 0.5
-0.5 1.2 -1.2
0.0 -0.1 0.4
0.4 -1.3 -0.9
0.2 0.0 0.5

Entry 6:
This record from the Open Molecules 2025 dataset describes C30H33ClCoN6S as an isolated structure in a non-equilibrium geometry. The level of theory is ωB97M-V/def2-TZVPD.

Calculated values
**Energy above the lowest of the compared OMol25 structures with the same formula, charge and spin**: 26.9 kJ/mol
**2S+1**: 2

Element x y z (Å)
1 Co -1.12192 -0.25950 -1.80094
2 N -1.62847 1.69993 -2.66104
3 N -2.90441 2.21256 -2.29429
4 C -3.77385 1.29056 -1.78136
5 N -4.87639 1.81520 -1.18459
6 S -3.51050 -0.34548 -1.92318
7 H -0.91796 2.38708 -2.42607
8 H -1.62438 1.60252 -3.67153
9 H -2.86472 3.08750 -1.78428
10 H -5.19297 2.71797 -1.51079
11 H -5.61240 1.14451 -1.02693
12 C 0.49955 1.39477 4.75206
13 C 1.48468 0.36111 4.27692
14 C 2.52599 -0.06870 5.08677
15 C 3.42872 -1.02889 4.65431
16 C 3.30732 -1.55344 3.37913
17 C 2.28670 -1.12576 2.54429
18 C 1.36160 -0.18371 2.99079
19 N 0.31354 0.29907 2.17926
20 C -0.28360 -0.29155 1.08380
21 N -0.31232 -1.63551 1.09331
22 C -0.75844 -2.54091 0.10075
23 C -1.23653 -2.10669 -1.13159
24 C -1.65713 -3.07877 -2.03597
25 C -1.60570 -4.42967 -1.73130
26 C -1.10876 -4.83425 -0.50275
27 C -0.68164 -3.90300 0.43039
28 C -0.15247 -4.34898 1.77147
29 N -0.85773 0.43103 0.17380
30 C -0.82588 1.83753 0.29108
31 C 0.16736 2.58336 -0.35171
32 C 0.11920 3.96896 -0.35776
33 C -0.92175 4.62711 0.28621
34 C -1.87727 3.88967 0.97198
35 C -1.83852 2.49841 1.00373
36 C -2.82879 1.70004 1.80634
37 H 0.65310 1.61798 5.80588
38 H -0.52399 1.03841 4.61724
39 H 0.60545 2.33081 4.19417
40 H 2.62806 0.35821 6.07735
41 H 4.22539 -1.35811 5.30841
42 H 4.01964 -2.28297 3.01673
43 H 2.24030 -1.49249 1.52737
44 H 0.15722 1.29337 2.23278
45 H 0.05131 -2.06111 1.92841
46 H -2.04042 -2.77909 -3.00623
47 H -1.94450 -5.16595 -2.44997
48 H -1.04403 -5.89015 -0.26763
49 H -0.18391 -5.43403 1.84648
50 H -0.75533 -3.94314 2.58984
51 H 0.88530 -4.03706 1.92189
52 H 0.96117 2.05752 -0.86764
53 H 0.89384 4.52941 -0.86576
54 H -0.97616 5.70824 0.27193
55 H -2.66441 4.40914 1.50818
56 H -3.72316 2.28180 2.02490
57 H -2.38747 1.39513 2.75958
58 H -3.11392 0.79291 1.27420
59 Cl 2.93626 -0.15594 -0.88293
60 C 3.02131 -0.13687 -2.63129
61 C 4.26889 -0.01375 -3.20658
62 C 4.41025 -0.03361 -4.58739
63 C 3.27021 -0.19516 -5.37230
64 C 2.02445 -0.31619 -4.79990
65 C 1.82569 -0.28081 -3.39058
66 C 0.56971 -0.37179 -2.79621
67 H 5.13606 0.08695 -2.56643
68 H 5.39179 0.06263 -5.03155
69 H 3.36879 -0.23425 -6.45076
70 H 1.14825 -0.45030 -5.42439
71 H 0.50793 -0.46348 -1.68706
72 H -0.36322 -0.68036 -3.32102

Atoms 1-6, force components in eV/Å:
-2.6 -0.4 1.6
0.1 0.1 -0.3
-0.1 -0.1 0.6
0.0 0.1 -0.3
0.0 0.0 -0.4
0.0 0.1 0.3

Entry 7:
This record from the Open Molecules 2025 dataset describes C41H56N6O3SSr as an isolated structure. The level of theory is ωB97M-V/def2-TZVPD.

Calculated values
**Energy above the lowest of the compared OMol25 structures with the same formula, charge and spin**: 25.5 kJ/mol

Element x y z (Å)
1 Sr -0.16570 -0.15309 -0.01465
2 C -1.22984 2.52869 1.52920
3 C -0.20137 2.23365 2.61924
4 N 0.64176 1.06399 2.34441
5 C 0.63640 0.00895 3.35499
6 C -0.62825 -0.83035 3.34421
7 C -1.35383 -1.06473 4.50627
8 C -2.54184 -1.77304 4.41587
9 C -2.99952 -2.17436 3.17308
10 C -2.22593 -1.90266 2.04760
11 C -2.73072 -2.20840 0.65963
12 N -2.76220 -1.02000 -0.19183
13 C -3.73748 0.00580 0.19864
14 C -3.13894 1.39816 0.36034
15 N -2.06658 1.35427 1.34650
16 N -1.04449 -1.29708 2.17009
17 H -0.73274 2.76894 0.58027
18 H -1.81276 3.41560 1.81745
19 H -0.73837 2.06696 3.56090
20 H 0.41920 3.11978 2.77622
21 H 1.59909 1.33345 2.15567
22 H 0.74937 0.40679 4.37084
23 H 1.49359 -0.63471 3.14896
24 H -0.99772 -0.68437 5.45595
25 H -3.12551 -1.97291 5.30629
26 H -3.95230 -2.67737 3.06717
27 H -3.71997 -2.67143 0.75682
28 H -2.07478 -2.94845 0.19747
29 H -2.89079 -1.32902 -1.15096
30 H -4.19694 -0.29138 1.14996
31 H -4.55201 0.06179 -0.52983
32 H -3.93892 2.09592 0.64796
33 H -2.73674 1.75282 -0.58909
34 H -2.44345 1.07353 2.24547
35 O 2.24159 -1.08799 0.58537
36 C 3.41419 -0.41318 0.06752
37 C 2.93538 0.71966 -0.89846
38 O 3.79430 1.28940 -1.57078
39 O 1.70801 1.02729 -0.82986
40 C 4.33280 -1.38861 -0.64721
41 C 3.91240 -2.66287 -1.00565
42 C 4.77626 -3.53297 -1.66353
43 C 6.06404 -3.13373 -1.97178
44 C 6.48850 -1.85599 -1.62224
45 C 5.63216 -0.99063 -0.96468
46 C 4.09623 0.23326 1.27807
47 C 4.05035 1.60272 1.51926
48 C 4.57332 2.12890 2.69649
49 C 5.14963 1.29535 3.64246
50 C 5.21569 -0.07150 3.40124
51 C 4.69726 -0.59375 2.22678
52 H 2.54241 -1.89519 1.01913
53 H 2.89606 -2.97962 -0.80928
54 H 4.42516 -4.51956 -1.94157
55 H 6.73717 -3.80774 -2.48781
56 H 7.49238 -1.52940 -1.86559
57 H 5.96087 0.00777 -0.70530
58 H 3.62674 2.27523 0.77989
59 H 4.53692 3.19955 2.86354
60 H 5.55959 1.70887 4.55593
61 H 5.68266 -0.72891 4.12485
62 H 4.77855 -1.65891 2.03101
63 C -0.92171 1.91987 -6.85191
64 C 0.33516 2.60037 -6.32190
65 C 1.27627 1.64526 -5.58928
66 C 0.73925 1.15935 -4.24204
67 N 0.71929 2.23071 -3.24966
68 C -0.35848 2.86128 -2.79245
69 S -1.97534 2.42001 -3.11082
70 N -0.14335 3.93456 -1.98558
71 C 1.12383 4.62600 -1.78505
72 C 1.83893 4.23538 -0.49345
73 C 3.16520 4.96345 -0.28686
74 C 4.21170 4.62584 -1.34626
75 H -1.51975 2.60983 -7.45213
76 H -1.55692 1.56766 -6.03714
77 H -0.66926 1.06313 -7.48402
78 H 0.04973 3.41103 -5.64403
79 H 0.87482 3.07510 -7.14586
80 H 2.24493 2.12649 -5.42031
81 H 1.48048 0.76619 -6.20965
82 H 1.36585 0.36140 -3.84098
83 H -0.27144 0.77264 -4.32998
84 H 1.59055 2.36168 -2.75038
85 H -0.99616 4.38270 -1.70304
86 H 0.92098 5.70048 -1.79115
87 H 1.75728 4.44183 -2.65579
88 H 2.00295 3.15553 -0.51345
89 H 1.16234 4.44101 0.34284
90 H 3.55344 4.70062 0.70373
91 H 2.99206 6.04456 -0.24983
92 H 4.33478 3.54365 -1.44720
93 H 5.18180 5.06203 -1.09930
94 H 3.93149 5.01178 -2.32908
95 C 0.19508 -1.90240 -2.17018
96 C -0.62930 -3.02821 -1.90741
97 C -1.93550 -3.17282 -2.46531
98 C -2.78430 -4.20657 -2.11210
99 C -2.40909 -5.18085 -1.18852
100 C -1.12114 -5.09516 -0.65694
101 C -0.26171 -4.06850 -1.00127
102 H -0.04752 -1.31884 -3.05740
103 H 1.26812 -2.04201 -2.03037
104 H -2.25408 -2.45683 -3.21966
105 H -3.76325 -4.25751 -2.58138
106 H -3.07538 -5.99190 -0.92378
107 H -0.77134 -5.85365 0.03703
108 H 0.73596 -4.05117 -0.56815

Atoms 1-6, force components in eV/Å:
-0.1 -0.4 -0.6
-0.1 0.0 0.0
0.1 0.1 0.2
-0.2 -0.1 -0.2
-0.1 -0.1 0.2
-0.1 0.0 0.2

Entry 8:
This record from the Open Molecules 2025 dataset describes a 2-piece molecular cluster, FH2O2P overall in a non-equilibrium geometry. The level of theory is ωB97M-V/def2-TZVPD.

Calculated values
**Energy above the lowest of the compared OMol25 structures with the same formula, charge and spin**: 190.9 kJ/mol

Element x y z (Å)
1 O -0.89613 -0.58027 -0.51718
2 O -0.00078 1.36180 0.61349
3 F 1.88270 -0.88020 0.32930
4 P 0.28639 0.49192 -0.65235
5 H -0.85975 -1.30876 -1.13813
6 H -0.41243 0.91551 1.36487

Force components x, y, z for each atom (eV/Å):
0.1 0.5 0.3
-0.1 0.3 0.1
-2.4 2.0 -1.5
2.3 -2.3 1.2
0.1 -0.4 -0.3
0.0 -0.1 0.2